Molecular formula: C64H160B3Cl3F12N8O8
Method: DFT, ωB97M-V/def2-TZVPD

- Net charge: +2
- DFT total energy: -6227.9160 Eh

Cartesian coordinates (Å):
C  -6.28  1.92  -4.80
C  -5.07  2.64  -4.31
N  -4.11  3.14  -5.49
C  -2.86  3.87  -4.81
C  -3.51  2.10  -6.40
C  -2.71  0.99  -5.79
C  -4.77  4.11  -6.47
C  -5.62  5.20  -5.82
O  -4.78  5.94  -4.94
C  -5.46  7.05  -4.42
H  -6.12  0.85  -4.92
H  -6.67  2.39  -5.71
H  -7.09  1.97  -4.02
H  -4.51  2.10  -3.55
H  -5.24  3.61  -3.81
H  -2.34  4.47  -5.53
H  -2.20  3.11  -4.36
H  -3.22  4.55  -4.02
H  -2.92  2.68  -7.15
H  -4.37  1.67  -6.97
H  -2.65  0.07  -6.40
H  -3.23  0.78  -4.84
H  -1.68  1.29  -5.61
H  -5.30  3.49  -7.20
H  -3.89  4.60  -6.97
H  -6.38  4.71  -5.20
H  -6.08  5.77  -6.62
H  -5.73  7.66  -5.23
H  -4.78  7.59  -3.80
H  -6.33  6.89  -3.84
C  -4.96  -6.47  -2.60
C  -5.04  -6.34  -1.07
N  -3.78  -6.69  -0.28
C  -2.70  -5.79  -0.76
C  -3.98  -6.27  1.19
C  -5.17  -6.88  1.76
C  -3.46  -8.15  -0.55
C  -2.52  -8.69  0.65
O  -1.39  -7.88  0.87
C  -0.24  -8.07  0.05
H  -5.87  -5.99  -2.99
H  -5.12  -7.50  -2.89
H  -4.10  -6.12  -3.10
H  -5.93  -6.99  -0.81
H  -5.32  -5.32  -0.85
H  -1.91  -5.81  0.01
H  -3.13  -4.80  -0.90
H  -2.22  -6.20  -1.68
H  -4.02  -5.23  1.07
H  -3.00  -6.49  1.69
H  -5.18  -6.75  2.87
H  -5.09  -7.98  1.60
H  -6.04  -6.53  1.24
H  -3.06  -8.23  -1.54
H  -4.40  -8.71  -0.53
H  -2.31  -9.76  0.47
H  -3.06  -8.75  1.62
H  0.39  -8.72  0.60
H  0.12  -7.06  -0.10
H  -0.48  -8.58  -0.89
C  -5.08  0.11  2.05
C  -5.42  0.13  0.57
N  -6.77  0.71  0.26
C  -7.02  0.60  -1.26
C  -7.83  -0.10  1.02
C  -7.92  -1.57  0.69
C  -6.80  2.11  0.83
C  -7.79  3.05  0.10
O  -9.21  2.66  0.29
C  -10.03  3.54  -0.55
H  -5.16  1.07  2.60
H  -4.03  -0.18  2.06
H  -5.63  -0.66  2.60
H  -5.54  -0.88  0.16
H  -4.66  0.59  -0.08
H  -6.29  1.23  -1.77
H  -8.06  0.87  -1.40
H  -6.85  -0.46  -1.44
H  -8.78  0.43  0.92
H  -7.55  -0.04  2.08
H  -8.60  -1.98  1.41
H  -7.00  -2.11  0.73
H  -8.38  -1.84  -0.24
H  -5.84  2.60  0.59
H  -7.09  2.03  1.86
H  -7.56  3.08  -0.93
H  -7.61  4.06  0.52
H  -9.81  4.60  -0.42
H  -11.02  3.25  -0.18
H  -10.06  3.29  -1.60
C  11.74  -3.21  3.40
C  10.36  -2.98  2.74
N  9.22  -2.27  3.49
C  8.82  -3.09  4.72
C  9.75  -0.94  3.98
C  8.78  -0.17  4.84
C  8.06  -2.11  2.60
C  7.56  -3.34  1.82
O  7.21  -4.30  2.75
C  6.23  -5.19  2.22
H  11.79  -3.91  4.29
H  12.05  -2.23  3.68
H  12.48  -3.54  2.71
H  9.91  -3.94  2.46
H  10.56  -2.40  1.85
H  9.50  -2.79  5.47
H  8.84  -4.13  4.45
H  7.77  -2.92  4.94
H  10.02  -0.33  3.12
H  10.68  -1.17  4.53
H  7.84  0.03  4.31
H  9.20  0.80  5.05
H  8.55  -0.66  5.84
H  8.33  -1.33  1.88
H  7.23  -1.78  3.24
H  8.26  -3.61  1.01
H  6.63  -2.94  1.32
H  6.56  -5.65  1.26
H  5.18  -4.72  2.07
H  6.20  -6.01  2.91
C  -2.37  7.00  0.78
C  -1.48  6.13  1.69
N  -0.57  5.22  0.95
C  -1.39  4.16  0.20
C  0.22  6.00  -0.09
C  1.18  7.06  0.47
C  0.41  4.52  1.87
C  -0.18  3.61  2.96
O  -0.73  2.45  2.50
C  0.30  1.40  2.35
H  -3.27  6.47  0.42
H  -1.82  7.41  -0.06
H  -2.67  7.86  1.39
H  -2.15  5.49  2.29
H  -0.88  6.82  2.23
H  -0.72  3.32  -0.05
H  -1.77  4.70  -0.64
H  -2.21  3.74  0.78
H  -0.49  6.47  -0.73
H  0.78  5.21  -0.63
H  2.03  6.72  1.03
H  0.67  7.82  1.10
H  1.64  7.60  -0.38
H  1.07  5.25  2.36
H  1.10  3.99  1.21
H  -0.97  4.13  3.47
H  0.69  3.42  3.58
H  0.87  1.24  3.30
H  0.84  1.80  1.50
H  -0.15  0.54  1.97
C  7.30  5.71  -3.06
C  5.89  5.72  -2.48
N  4.73  5.45  -3.43
C  3.43  5.47  -2.67
C  4.67  6.67  -4.30
C  3.67  6.60  -5.45
C  4.91  4.16  -4.20
C  4.73  2.86  -3.38
O  5.90  2.55  -2.60
C  5.85  1.24  -2.09
H  7.50  6.53  -3.75
H  7.61  4.82  -3.55
H  8.03  5.89  -2.26
H  5.61  6.58  -1.90
H  5.77  4.88  -1.75
H  3.36  4.68  -1.90
H  2.53  5.34  -3.32
H  3.44  6.39  -2.12
H  5.65  6.69  -4.79
H  4.60  7.58  -3.67
H  2.60  6.60  -5.20
H  3.93  5.73  -6.15
H  3.81  7.42  -6.12
H  5.90  4.15  -4.70
H  4.14  4.12  -4.97
H  4.56  2.04  -4.13
H  3.76  2.91  -2.66
H  4.82  0.99  -1.83
H  6.44  1.19  -1.18
H  6.19  0.48  -2.82
C  -1.80  -0.65  0.05
C  -0.74  0.01  -0.88
N  -0.09  -0.81  -1.89
C  -1.09  -1.62  -2.57
C  0.64  0.11  -2.96
C  1.02  -0.62  -4.24
C  0.84  -1.76  -1.29
C  2.02  -1.27  -0.48
O  1.61  -0.51  0.64
C  2.79  -0.10  1.37
H  -2.71  -0.77  -0.47
H  -1.84  0.13  0.91
H  -1.51  -1.57  0.45
H  0.08  0.53  -0.39
H  -1.28  0.84  -1.40
H  -1.45  -2.38  -1.87
H  -0.63  -2.19  -3.43
H  -1.91  -0.93  -2.82
H  1.46  0.52  -2.40
H  -0.11  0.86  -3.23
H  0.18  -0.72  -4.95
H  1.53  -1.54  -3.96
H  1.78  0.05  -4.65
H  1.17  -2.51  -2.04
H  0.30  -2.42  -0.60
H  2.66  -0.66  -1.17
H  2.61  -2.11  -0.16
H  2.99  0.99  1.29
H  3.68  -0.61  0.94
H  2.60  -0.42  2.40
C  -0.14  -5.68  4.46
C  0.05  -4.62  5.53
N  1.26  -3.77  5.19
C  2.59  -4.52  5.29
C  1.30  -3.15  3.74
C  0.45  -1.90  3.63
C  1.24  -2.54  6.16
C  1.93  -2.64  7.58
O  1.42  -3.58  8.40
C  1.81  -3.39  9.72
H  0.71  -6.35  4.29
H  -0.44  -5.19  3.50
H  -1.00  -6.33  4.71
H  0.20  -4.94  6.56
H  -0.77  -3.91  5.44
H  3.38  -3.77  5.15
H  2.62  -5.25  4.50
H  2.76  -4.92  6.30
H  0.89  -3.94  3.11
H  2.32  -2.99  3.42
H  -0.54  -1.93  4.08
H  0.28  -1.79  2.56
H  0.95  -1.02  3.98
H  0.20  -2.29  6.24
H  1.82  -1.73  5.67
H  1.88  -1.58  7.96
H  3.01  -2.78  7.46
H  1.18  -4.12  10.25
H  1.46  -2.40  10.13
H  2.83  -3.62  9.83
B  -4.54  -2.80  -1.96
F  -4.76  -1.51  -2.63
F  -4.08  -2.60  -0.55
F  -5.84  -3.45  -1.93
F  -3.60  -3.48  -2.68
B  4.77  -1.60  4.11
F  5.54  -2.10  5.18
F  5.56  -0.61  3.45
F  4.61  -2.72  3.26
F  3.52  -1.12  4.52
B  0.81  3.31  -5.18
F  -0.16  2.54  -4.49
F  0.30  3.59  -6.45
F  0.90  4.56  -4.52
F  2.06  2.75  -5.18
Cl  -4.18  2.95  -1.12
Cl  0.36  -4.42  0.83
Cl  1.91  2.66  -0.76